Entry 1:
Computed, not measured: an isolated ion of composition C4H9NP and charge +1 in a non-equilibrium geometry, with wB97M-V/def2-TZVPD.

ORCA input file:
```
! RIJCOSX wB97M-V def2-TZVPD def2/J DEFGRID3
* xyz 1 1
C 2.079 0.052 -0.090
C -0.484 1.085 -1.331
C -0.392 -1.712 -0.258
C -0.242 0.595 1.631
N 3.212 0.115 -0.150
P 0.129 -0.001 -0.030
H -0.240 0.671 -2.311
H -0.040 2.077 -1.236
H -1.569 1.164 -1.239
H -1.482 -1.744 -0.352
H -0.087 -2.309 0.603
H 0.055 -2.130 -1.162
H -1.303 0.460 1.851
H 0.018 1.651 1.720
H 0.346 0.026 2.353
*
```

Calculated values
- HOMO-LUMO gap (eV) = 13.4
- molecular weight (g/mol) = 102.1
- energy relative to the best compared isomer or geometry (same formula, charge and spin) (kcal per mole) = 0.00
- highest occupied orbital energy (Eh) = -0.6232
- largest force on an atom (eV Å⁻¹) = 4.831



Entry 2:
Computed, not measured: one molecule with the formula C5H11N3O3S in a non-equilibrium geometry, with wB97M-V/def2-TZVPD.

ORCA input file:
```
! RIJCOSX wB97M-V def2-TZVPD def2/J DEFGRID3
* xyz 0 1
C -2.060 0.796 -0.033
C 0.099 0.704 -0.227
C 2.723 1.038 -0.599
C -2.204 -0.928 -1.889
C 1.327 1.701 -0.555
N -1.004 1.495 -0.060
N -2.685 -0.212 -0.753
N 0.252 -0.324 0.940
O -3.212 1.243 0.704
O -3.739 -1.099 1.487
O -5.186 -0.092 -0.241
S -3.941 -0.217 0.410
H -0.150 0.048 -1.093
H 2.632 -0.085 -0.433
H 3.317 1.347 0.161
H 3.163 1.086 -1.538
H -2.976 -1.764 -1.942
H -2.155 -0.288 -2.826
H -1.321 -1.468 -1.587
H 0.969 2.165 -1.422
H 1.670 2.408 0.197
H 1.207 -0.249 1.265
H -0.406 -0.058 1.603
*
```

Calculated values
- HOMO-LUMO gap (eV) = 10.1
- molecular weight (g/mol) = 193.2
- energy relative to the best compared isomer or geometry (same formula, charge and spin) (kcal per mole) = 21.83
- highest occupied orbital energy (Eh) = -0.3526
- largest force on an atom (eV Å⁻¹) = 5.097